Record 1
10
Properties=species:S:1:pos:R:3 method="wB97M-V/def2-TZVPD" e_tot_ha=-719.469332 relative_energy_kcal_mol=69.6 gap_ev=8.0 homo_energy_ev=-8.83
C 0.3621 -1.1709 -0.0719
C 1.6734 -0.3123 -0.0668
C -1.0860 0.5614 0.3798
N -0.8048 -0.7256 0.2031
O 2.7781 -0.8011 -0.1246
O -1.7741 1.2988 -0.3688
S 1.3335 1.3658 0.0702
H 0.5147 -2.2564 -0.1292
H -1.1740 1.0561 1.3418
H -1.8229 0.9843 -1.2337

---

Record 2
10
Properties=species:S:1:pos:R:3 method="wB97M-V/def2-TZVPD" e_tot_ha=-719.423574 relative_energy_kcal_mol=98.3 gap_ev=10.1 homo_energy_ev=-9.65
C -1.8189 0.3080 -1.1756
C 1.7266 -0.1461 -0.2850
C 0.7281 0.1146 0.5025
N -1.1840 0.0343 -0.2281
O -1.2351 -0.4583 2.2112
O -2.3825 0.7002 -2.0958
S -0.6908 -1.0285 0.9736
H 2.5784 0.5873 -0.4610
H 1.8498 -1.0547 -0.6950
H 0.4283 0.9431 1.2531

---

Record 3
10
Properties=species:S:1:pos:R:3 method="wB97M-V/def2-TZVPD" smiles="O=C1CSC(=O)N1" e_tot_ha=-719.572651 relative_energy_kcal_mol=4.8 gap_ev=10.4 homo_energy_ev=-9.98
O -0.6112 -2.4204 -0.5119
C -0.2829 -1.2893 -0.3522
C 0.7752 -0.4619 -1.2494
S 0.9198 1.2014 -0.4631
C -0.3668 0.7477 0.8233
O -0.6601 1.4979 1.7212
N -0.8622 -0.5006 0.6367
H 0.4988 -0.4385 -2.2881
H 1.7580 -0.9931 -1.0833
H -1.5210 -0.8851 1.3190

---

Record 4
10
Properties=species:S:1:pos:R:3 method="wB97M-V/def2-TZVPD" e_tot_ha=-719.399545 relative_energy_kcal_mol=113.4 gap_ev=7.6 homo_energy_ev=-9.28
C -0.7602 1.1267 0.1420
C 1.3927 -0.0298 -0.3825
C -0.6730 -1.1109 0.1694
H -0.2625 2.1379 -0.5825
H 1.8120 1.0226 -0.6632
H -1.8567 -0.8418 0.0450
N -0.0170 -0.0452 0.0259
O -1.8998 1.2749 0.8714
O -0.2546 -2.2276 0.2984
S 2.5191 -1.3069 0.0762

---

Record 5
10
Properties=species:S:1:pos:R:3 method="wB97M-V/def2-TZVPD" e_tot_ha=-719.415732 relative_energy_kcal_mol=103.2 gap_ev="7.9 / 7.2" homo_energy_ev="-8.47 / -8.58"
C 0.0272 -0.7088 0.0551
C -1.1626 -0.0760 0.0775
C 2.4832 -0.2793 0.2152
N 1.1918 0.0843 -0.0159
O 3.1311 -1.1968 -0.1017
O -3.7929 0.1894 -0.0201
S -2.7523 -0.8868 0.0216
H 0.3150 -1.8000 0.2367
H -1.3210 0.9396 -0.0746
H 1.1400 1.0623 0.2439

---

Record 6
10
Properties=species:S:1:pos:R:3 method="wB97M-V/def2-TZVPD" smiles="O=C1CNC(=S)O1" e_tot_ha=-719.552792 relative_energy_kcal_mol=17.2 gap_ev=9.4 homo_energy_ev=-8.98
O 1.7635 0.1118 -1.7534
C 0.9082 0.1537 -0.9458
C 0.3983 -0.9350 0.0065
N -0.6446 -0.2068 0.6978
C -0.7218 1.0591 0.2674
S -1.7516 2.1188 0.9265
O 0.1805 1.3099 -0.6946
H 1.1931 -1.2618 0.6976
H 0.0100 -1.8005 -0.5514
H -1.3357 -0.5493 1.3493

---

Record 7
10
Properties=species:S:1:pos:R:3 method="wB97M-V/def2-TZVPD" smiles="[H]/N=C(/C=O)OC=O" e_tot_ha=-396.540885 relative_energy_kcal_mol=52.4 gap_ev=10.1 homo_energy_ev=-10.35
H -0.5969 0.9837 -2.2340
N -1.0509 0.9076 -1.3403
C -0.3805 0.4246 -0.3974
C -1.3371 -0.0984 0.6875
O -2.4657 -0.2310 0.2954
O 1.0093 0.3004 -0.4730
C 1.7491 -0.4566 0.3743
O 1.3396 -1.0571 1.3247
H -1.0660 -0.3465 1.7188
H 2.7991 -0.4267 0.0439

---

Record 8
10
Properties=species:S:1:pos:R:3 method="wB97M-V/def2-TZVPD" smiles="O=C[C@@H]1C(=O)N1O" e_tot_ha=-396.408776 relative_energy_kcal_mol=135.3 gap_ev=9.0 homo_energy_ev=-9.40
O -1.7468 -0.2049 0.0254
C -0.8435 -1.0671 -0.2205
C 0.4816 -0.3650 -0.4671
C 1.1883 0.4105 0.8615
O 1.9893 0.0174 1.6336
N 0.5520 1.0480 -0.0479
O -0.5807 1.9148 -0.2246
H -1.0439 -2.2135 -0.1301
H 1.2738 -0.6911 -1.1549
H -1.2700 1.1507 -0.2755

---

Record 9
10
Properties=species:S:1:pos:R:3 method="wB97M-V/def2-TZVPD" smiles="O=C1CC(=O)ON1" e_tot_ha=-396.525458 relative_energy_kcal_mol=62.1 gap_ev=11.1 homo_energy_ev=-10.50
O 1.3001 -1.6702 0.7958
C 0.5469 -0.7548 0.3956
C 0.5296 0.0146 -0.8216
C -0.7690 0.9938 -0.4972
O -1.2770 1.8190 -1.2072
O -1.1884 0.8646 0.7881
N -0.4180 -0.2833 1.2783
H 0.7342 -0.7323 -1.6437
H 1.3873 0.6976 -0.9370
H -0.8457 -0.9490 1.8489

---

Record 10
10
Properties=species:S:1:pos:R:3 method="wB97M-V/def2-TZVPD" smiles="O=COc1co[nH]1" e_tot_ha=-396.465134 relative_energy_kcal_mol=100.0 gap_ev=9.8 homo_energy_ev=-9.00
O 1.0091 -0.8158 1.8140
C 0.3278 0.1615 1.9378
O -0.4206 0.7028 0.9496
C -0.2761 0.1312 -0.2731
C 0.2742 -0.8905 -0.9264
O -0.2124 -0.4384 -2.1580
N -0.8939 0.6301 -1.4511
H 0.2062 0.7669 2.8438
H 0.7703 -1.8378 -0.7918
H -0.4760 1.5011 -1.7838

---

Record 11
10
Properties=species:S:1:pos:R:3 method="wB97M-V/def2-TZVPD" smiles="[H]/N=C(/C=O)OC=O" e_tot_ha=-396.528688 relative_energy_kcal_mol=60.1 gap_ev=10.4 homo_energy_ev=-10.16
H -0.5962 -1.5176 -1.0394
N 0.3455 -1.3479 -0.7105
C 0.4416 -0.2859 -0.0614
C 1.7781 0.1105 0.4962
O 2.1841 0.8059 -0.4031
O -0.4146 0.8278 -0.0373
C -1.7350 0.5824 0.1059
O -2.2393 -0.5048 0.1189
H 2.4994 -0.2060 1.2953
H -2.2635 1.5354 0.2354

---

Record 12
10
Properties=species:S:1:pos:R:3 method="wB97M-V/def2-TZVPD" smiles="[H]/N=C(/C=O)OC=O" e_tot_ha=-396.560580 relative_energy_kcal_mol=40.1 gap_ev=10.3 homo_energy_ev=-10.97
H -0.4306 2.0375 -1.3477
N -1.1235 1.4154 -0.9226
C -0.5052 0.4893 -0.3264
C -1.3194 -0.5815 0.3314
O -0.8799 -1.6168 0.7697
O 0.8519 0.4853 -0.2766
C 1.6994 -0.4188 0.3317
O 2.7988 -0.0350 0.5808
H -2.3904 -0.3487 0.3536
H 1.2988 -1.4266 0.5063

---

Record 13
10
Properties=species:S:1:pos:R:3 method="wB97M-V/def2-TZVPD" smiles="O=c1[nH]c(O)co1" e_tot_ha=-396.537906 relative_energy_kcal_mol=54.3 gap_ev=8.9 homo_energy_ev=-8.87
O -1.9502 -0.4341 1.8809
C -0.9563 -0.5183 1.1261
N -0.2084 0.5674 0.6373
C 0.4488 0.1721 -0.5563
O 1.2130 1.0578 -1.2393
C 0.3957 -1.1356 -0.6136
O -0.4663 -1.5920 0.4164
H -0.7342 1.6510 0.4564
H 1.3547 2.0420 -0.8687
H 0.9033 -1.8103 -1.2394

---

Record 14
10
Properties=species:S:1:pos:R:3 method="wB97M-V/def2-TZVPD" e_tot_ha=-396.509326 relative_energy_kcal_mol=72.2 gap_ev=10.2 homo_energy_ev=-9.76
N 1.1621 -0.1934 -0.6434
C 0.4011 -0.0084 0.4377
O -0.4312 -1.0598 0.6033
C -1.5089 -0.7593 1.4306
O -1.7176 0.2896 1.9487
C 1.1013 1.1348 -1.2026
O 0.5257 1.3535 -2.2298
H 1.0514 -0.9885 -1.2800
H -2.1533 -1.6437 1.4814
H 1.5695 1.8751 -0.5458

---

Record 15
9
Properties=species:S:1:pos:R:3 method="wB97M-V/def2-TZVPD" smiles="N#CO/C=C/S" e_tot_ha=-644.197425 relative_energy_kcal_mol=56.2 gap_ev=9.4 homo_energy_ev=-8.93
N -0.9473 -3.1429 -0.5657
C -0.3536 -2.1696 -0.6731
O 0.2605 -1.0770 -0.9458
C 0.3333 0.2334 -0.4819
C -0.3537 0.6959 0.5790
S -0.0813 2.1740 1.3525
H 1.1917 0.5823 -1.0914
H -1.2240 0.2497 1.0867
H 1.1744 2.4543 0.7397

---

Record 16
9
Properties=species:S:1:pos:R:3 method="wB97M-V/def2-TZVPD" smiles="O=C1NCC1=S" e_tot_ha=-644.243276 relative_energy_kcal_mol=27.4 gap_ev=8.1 homo_energy_ev=-9.16
O 2.1682 -2.3619 0.0235
C 1.5910 -1.3326 -0.0522
N 0.2279 -1.0128 -0.1524
C 0.3536 0.3684 0.2110
C 1.8729 0.1636 0.0380
S 3.2062 1.0587 0.0676
H -0.6059 -1.6133 -0.1645
H 0.2856 0.3884 1.2380
H -0.1921 1.0465 -0.3708

---

Record 17
9
Properties=species:S:1:pos:R:3 method="wB97M-V/def2-TZVPD" e_tot_ha=-644.082494 relative_energy_kcal_mol=128.3 gap_ev="9.2 / 9.2" homo_energy_ev="-9.52 / -9.52"
C 0.0025 -0.1366 0.0147
C -0.7096 0.8444 0.6942
C 0.1972 0.3249 -1.2646
N -0.9118 1.8973 -0.0084
O -2.2713 3.2026 0.5181
S -0.4651 1.9117 -1.4854
H 0.1157 -1.0980 0.5773
H -1.2138 0.6767 1.6765
H 0.7925 -0.1173 -2.1553

---

Record 18
10
Properties=species:S:1:pos:R:3 method="wB97M-V/def2-TZVPD" e_tot_ha=-1042.278449 relative_energy_kcal_mol=138.2 gap_ev=8.1 homo_energy_ev=-9.53
C -0.3236 0.8316 -0.0216
C 0.8296 1.6193 0.4497
C -0.1074 -0.3736 0.5701
H -0.6084 -1.2155 -1.3337
H -1.4351 1.4511 0.1055
H 1.0874 2.8095 0.5142
N 1.7147 0.8145 1.0172
O 1.2891 -0.4586 0.8175
S -0.5326 0.5722 -1.8924
S -0.9518 -1.6685 0.7089

---

Record 19
10
Properties=species:S:1:pos:R:3 method="wB97M-V/def2-TZVPD" e_tot_ha=-1042.307004 relative_energy_kcal_mol=120.3 gap_ev="7.9 / 7.5" homo_energy_ev="-9.05 / -9.00"
C 1.1956 0.7045 -0.1204
C 0.5034 1.8777 -0.0720
C 0.7115 -0.6249 0.1224
N -0.5633 -0.9585 0.2327
O -2.7274 -0.1221 -0.7413
S 1.8688 -1.7532 -0.0095
S -1.9030 -0.0211 0.3939
H 2.2009 0.7802 -0.2133
H -0.6277 2.0464 -0.0155
H -0.6587 -1.9290 0.4230

---

Record 20
8
Properties=species:S:1:pos:R:3 method="wB97M-V/def2-TZVPD" smiles="N#CCC=S" e_tot_ha=-568.962450 relative_energy_kcal_mol=34.6 gap_ev=8.3 homo_energy_ev=-9.47
N 0.7215 1.2555 -2.2469
C 0.4875 0.5682 -1.2758
C 0.2953 0.1791 0.1551
C -0.6537 -0.7470 0.5230
S -1.6760 -0.1344 1.7133
H 0.1061 1.1323 0.6588
H 1.3287 -0.3698 0.2502
H -0.6093 -1.8839 0.2224